# 1
A single C4H8O3 molecule. Source: the Open Molecules 2025 dataset; level of theory: wB97M-V/def2-TZVPD.

```
15
Properties=species:S:1:pos:R:3
C -1.25606 2.06623 -0.95139
O -0.72246 1.22687 0.11413
C 0.36968 0.47069 -0.21626
O 0.84821 0.45420 -1.30627
C 0.86722 -0.51340 0.82611
C -0.03113 -1.63423 1.08112
O 1.85780 -1.58416 0.00620
H -0.48286 2.78657 -1.24139
H -2.12501 2.57880 -0.50704
H -1.56393 1.48176 -1.83770
H 0.65618 0.26470 1.81092
H -1.04149 -1.48265 1.45603
H 0.59337 -2.26734 1.76402
H 0.22853 -1.99712 0.01998
H 1.80194 -1.85090 -1.01847
```

Its energy relative to the best compared isomer or geometry (same formula, charge and spin) is 5.681 eV. The structure (SMILES) is COC(=O)[C@@H](C)O. The value obtained for the frontier orbital gap is 10.20 eV. For the highest occupied orbital energy, the calculation gives -10.03 eV.

***

# 2
A molecular structure, C7H19AlN4O3. Source: the Open Molecules 2025 dataset; level of theory: wB97M-V/def2-TZVPD.

```
34
Properties=species:S:1:pos:R:3
Al -0.39782 0.08616 1.60281
N 1.83449 0.25126 -3.33266
C -1.14842 -2.64044 -1.75264
C -1.31246 -4.03984 -1.63771
N -1.86187 2.19322 2.77318
C -0.63245 2.67009 2.60996
C 0.53357 1.90791 3.50277
N 0.94171 0.72177 2.88094
C -0.97386 1.57835 -2.61079
C -0.38857 1.30743 -1.45634
N -0.58108 0.28743 -0.33361
H 1.86218 -0.22645 -4.11338
H 1.87014 -0.63282 -2.74305
H -0.27939 -2.32546 -1.19746
H -0.87108 -1.98484 -2.55440
H -1.00591 -4.67452 -1.06597
H -1.46786 -4.59813 -2.53518
H -0.31779 3.77111 2.70123
H -0.06951 2.52347 1.59473
H 0.21321 1.58344 4.46534
H 1.19437 2.63457 3.86767
H 1.64648 0.39851 3.56181
H 1.68066 0.90050 2.10210
H -0.64722 2.32825 -3.32010
H -1.59158 0.73468 -2.79043
H 0.60802 1.93684 -1.16051
H 1.28857 0.95690 -2.96219
H 0.03855 -0.45978 -0.68244
H -1.58840 -0.25732 -0.34713
O 1.38098 -0.89469 0.89659
C 0.85897 -2.01017 0.75849
O -0.35297 -2.13535 1.11504
H 1.32079 -2.82750 0.26314
O -1.78444 0.93540 1.90019
```

Its energy relative to the best compared isomer or geometry (same formula, charge and spin) is 0.000 eV. The value obtained for the frontier orbital gap is 5.18 eV. For the highest occupied orbital energy, the calculation gives -5.36 eV.

***

# 3
2 unconnected molecules or ions with the total composition CH6FN4. Source: the Open Molecules 2025 dataset; level of theory: wB97M-V/def2-TZVPD.

```
12
Properties=species:S:1:pos:R:3
C -0.22845 0.77254 -0.03674
N 2.18806 0.65294 0.00399
N 1.00258 0.17899 0.24435
N -1.32622 -0.00402 0.03818
N -1.31472 -1.35800 0.19635
F 1.23508 -1.83598 -0.14194
H -0.51059 1.77570 -0.18242
H 2.95824 0.06627 0.51016
H -2.14329 0.65916 -0.01676
H 2.51145 1.08882 -0.76304
H -0.51988 -1.87740 0.40947
H -2.22295 -1.84023 0.34402
```

As for the multiplicity: 3. The total charge is +1. The value obtained for the frontier orbital gap (spin up / spin down) is 9.60 / 6.92 eV. For the highest occupied orbital energy (spin up / spin down), the calculation gives -13.49 / -14.32 eV.

***

# 4
2 unconnected molecules or ions with the total composition C33H56Cl2N5O2. Source: the Open Molecules 2025 dataset; level of theory: wB97M-V/def2-TZVPD.

```
98
Properties=species:S:1:pos:R:3
C 5.26890 -3.75480 0.32658
C 5.09712 -2.36981 -0.30144
C 3.79329 -1.69621 0.13662
C 3.77211 -0.21751 -0.25101
N 2.87977 0.59785 0.60392
C 3.56844 1.43408 1.53298
Cl 3.90075 0.65667 3.03737
C 4.01301 2.64104 1.18107
C 3.76322 3.25095 -0.16921
Cl 4.91374 3.58552 2.29361
C 1.55312 0.44005 0.62433
N 0.93478 -0.50228 -0.15190
C 1.16837 -0.60993 -1.60646
C 1.38879 0.69399 -2.36526
C 2.00448 0.41076 -3.73912
C -0.48828 -0.44978 0.23735
C -1.34689 -1.65897 -0.13939
C -0.75283 -3.07021 -0.22575
O -0.99600 0.75841 -0.34057
C -1.91436 0.85109 -1.42998
C -3.37807 0.90922 -1.02681
C -3.67657 2.12421 -0.13514
C -0.32633 -0.08463 1.76070
C -1.68963 0.34886 2.32658
C -2.40819 -0.46797 3.43289
C -2.10730 -0.01890 4.88126
C -2.35512 -2.00542 3.27824
C 0.47816 -1.01397 2.67130
C 1.01670 -2.24557 2.35952
C 1.74923 -2.93441 3.30991
C 1.91792 -2.36685 4.54667
N 1.43232 -1.17220 4.86440
C 0.74524 -0.52738 3.93836
N 0.68186 1.02207 1.47495
C 0.84986 2.22376 2.25484
O 1.10988 3.27509 1.36125
C 0.78748 4.54574 1.90728
H 4.71161 -4.52144 -0.21431
H 4.95879 -3.75670 1.37361
H 6.31782 -4.05509 0.30510
H 5.11569 -2.47507 -1.39022
H 5.94826 -1.74216 -0.02082
H 3.71872 -1.76738 1.22482
H 2.96058 -2.22835 -0.32696
H 4.76922 0.19804 -0.10600
H 3.52837 -0.07351 -1.30279
H 4.29530 2.69729 -0.94655
H 4.12660 4.27538 -0.19088
H 2.69505 3.25414 -0.38795
H 0.28659 -1.10881 -2.00885
H 1.99974 -1.29145 -1.79806
H 0.44844 1.22740 -2.49511
H 2.05637 1.36035 -1.81335
H 1.86023 1.26149 -4.40438
H 1.56453 -0.47482 -4.20152
H 3.08398 0.25545 -3.66258
H -2.18402 -1.69045 0.55907
H -1.79945 -1.46460 -1.10482
H -1.43554 -3.69456 -0.80376
H 0.21651 -3.09242 -0.72766
H -0.64997 -3.55010 0.74517
H -1.66996 1.79607 -1.92527
H -1.73084 0.08216 -2.18642
H -3.68648 -0.01039 -0.52377
H -3.96353 1.02260 -1.94269
H -2.84267 2.32939 0.53864
H -4.56819 1.97493 0.47285
H -3.81249 3.01775 -0.74672
H -2.36073 0.41365 1.47546
H -1.63886 1.37263 2.70259
H -3.45465 -0.18939 3.28269
H -1.57593 0.93596 4.90462
H -3.03593 0.12938 5.43252
H -1.48909 -0.73635 5.42033
H -3.35740 -2.42825 3.19657
H -1.90259 -2.46545 4.15961
H -1.75946 -2.34149 2.43178
H 0.90928 -2.65593 1.37023
H 2.18729 -3.89714 3.08468
H 2.47460 -2.88558 5.31913
H 0.38451 0.45478 4.22382
H 1.63610 2.15116 3.01151
H -0.09853 2.40640 2.76421
H 1.42857 4.79311 2.75922
H 0.94094 5.27791 1.11717
H -0.26205 4.58019 2.21821
C -5.96643 -0.80188 -5.79824
C -5.44666 0.29635 -6.71652
C -4.32366 1.12097 -6.07650
C -4.77604 1.83157 -4.88013
N -5.13335 2.38297 -3.93859
H -6.39285 -0.38402 -4.88500
H -6.74440 -1.38188 -6.29260
H -5.16556 -1.48898 -5.51625
H -6.26229 0.96212 -7.00176
H -5.05723 -0.14026 -7.63723
H -3.93559 1.85712 -6.78187
H -3.49027 0.47255 -5.79742
```

The total charge is +1. The value obtained for the frontier orbital gap is 9.94 eV. For the highest occupied orbital energy, the calculation gives -11.96 eV.